Here is the molecule C4H7NOS2 in a non-equilibrium geometry from the OMol25 dataset. Energies are from ωB97M-V/def2-TZVPD.

XYZ file:
```
15
C4H7NOS2 (ωB97M-V/def2-TZVPD)
N -1.000 -1.343 0.711
C 0.441 -1.108 0.710
C 1.040 -0.431 -0.481
S 2.187 0.974 -0.293
C 0.540 0.842 -1.089
C -0.621 1.527 -0.469
O -0.544 1.579 0.862
S -1.858 2.125 -1.320
H -1.338 -1.678 -0.221
H -1.237 -2.082 1.366
H 0.589 -0.491 1.570
H 0.982 -2.003 0.871
H 1.408 -1.159 -1.222
H 0.605 0.991 -2.179
H -1.197 2.258 1.185
```

**E_LUMO**: 0.08 eV
**Orbital gap**: 9.0 eV
**Highest occupied orbital energy**: -8.9 eV
**Energy above the lowest of the compared OMol25 structures with the same formula, charge and spin**: 29.09 kcal/mol
**Calculated total energy**: -29468.529 eV
**SMILES**: NC[C@@H]1S[C@@H]1C(O)=S

For reference, the Löwdin charges in units of e are: 0.00 -0.31 -0.53 0.89 -0.54 -0.93 -0.03 0.74 0.09 0.07 0.09 0.10 0.11 0.11 0.13